The following is a DFT calculation (ωB97M-V/def2-TZVPD) of 10 unconnected molecules or ions with the total composition C5H33N3O9.

```
50
Properties=species:S:1:pos:R:3:mulliken_charge:R:1
O 1.7961 -0.7740 -4.0179 -0.632
O 0.0851 -3.9049 3.1143 -0.616
O -2.4652 3.6271 0.8181 -0.638
O -1.9893 -3.3309 0.2591 -0.569
O 3.4958 2.3461 -0.5231 -0.653
O -1.1679 1.7800 2.4320 -0.811
O 0.7509 3.0070 -0.0179 -0.492
O 1.6534 1.4251 -2.5851 -0.606
O 1.4960 1.7837 3.1105 -0.623
N -0.0857 -0.8271 -1.8629 0.012
N -0.1328 -0.9404 1.6107 -0.085
N -3.1183 0.5239 -0.0431 -0.466
C 2.0807 -1.9752 0.9578 -1.352
C -2.1412 0.7378 -1.1807 -0.225
C 0.9327 -0.9275 0.6037 1.188
C 0.5074 -1.5562 -0.7614 -0.822
C -1.5169 -0.5663 -1.7647 -0.533
H -2.7529 -3.7971 0.3590 0.291
H 1.5652 -1.8100 -1.3543 0.165
H -0.9126 -1.4611 1.2257 0.229
H 1.9759 0.8149 -3.2652 0.296
H -2.6220 1.3260 -1.9744 0.580
H -0.6167 -3.3079 3.3609 0.321
H -2.0378 3.4572 0.0114 0.264
H -1.3314 1.2728 -0.7167 -0.110
H -2.0384 1.6671 1.9771 0.237
H 2.7634 -1.6134 1.7815 0.339
H 3.6809 2.0951 -1.4133 0.309
H 1.5243 -2.8416 1.4733 0.140
H 0.0475 -2.5402 -0.4810 0.516
H 1.1141 2.0297 -3.1248 0.299
H 2.5956 2.0011 -0.4155 0.235
H -0.9791 2.6689 2.2443 0.356
H -4.0504 0.3975 -0.4203 0.260
H 0.8375 -3.3682 3.0229 0.395
H 2.7102 -2.3390 0.1420 0.420
H 1.1218 -1.2479 -3.4445 0.375
H 0.5138 1.7286 3.0223 0.446
H -1.1839 -3.7063 0.5985 0.285
H 2.3855 -1.3815 -4.3097 0.303
H -1.9451 -1.4176 -1.1363 0.197
H 1.3670 0.0767 0.5014 -0.016
H 1.5284 3.1497 0.4283 0.283
H 0.6990 3.1596 -0.9300 0.219
H -0.3961 -0.0138 1.7551 0.149
H -2.7037 -0.2069 0.5909 0.177
H 0.3261 0.1726 -1.8050 0.026
H 1.7413 2.1069 3.9449 0.275
H -3.2627 3.1223 1.0272 0.331
H -1.8455 -0.6223 -2.8249 0.328
```

Properties
- E: -28607.8400 eV
- ⟨S²⟩: 0.757
- Frontier orbital gap (alpha / beta): 10.908 / 5.153 eV
- LUMO energy (alpha / beta): -0.097 / -0.292 Ha
- E_HOMO (alpha / beta): -13.55 / -13.10 eV
- Net charge: +1
- Spin multiplicity: 2



The following is a DFT calculation (ωB97M-V/def2-TZVPD) of 12 unconnected molecules or ions with the total composition C5H33NO12.

```
51
Properties=species:S:1:pos:R:3:mulliken_charge:R:1
O -0.4607 3.7021 0.8310 -0.625
O -2.2051 -0.6317 -1.3275 -0.847
O 3.2291 -2.8046 0.2339 -0.768
O 0.7390 3.4211 -1.5251 -0.795
O -1.4784 2.8341 -2.8400 -0.822
O -2.5848 2.1877 0.1792 -0.458
O -1.1554 0.3141 -3.6231 -0.844
O 0.9288 -2.4424 -1.1145 -0.901
O -1.4159 -3.6680 -0.9516 -0.824
O 1.1839 -0.9648 -3.3233 -0.648
O -0.9268 -2.6017 1.4747 -0.724
O 1.6061 -2.5806 2.3592 -0.680
N 0.3514 0.1266 0.9726 0.333
C 1.8081 0.3745 0.8000 -1.230
C -1.7422 -0.1778 -0.2970 -0.610
C -0.3704 0.4402 -0.2941 1.253
C 0.1045 0.2391 3.4312 -1.415
C -0.1617 0.9590 2.0937 -0.185
H 1.1585 0.1688 3.6858 0.273
H 2.1272 -0.9029 -3.5537 0.283
H 2.0412 1.3508 0.3586 0.191
H 2.3137 0.2806 1.7646 0.522
H -1.5975 -0.1520 -2.8870 0.358
H 2.5106 -2.8611 -0.4147 0.421
H -0.7595 -1.6360 1.4370 0.069
H 1.1176 -1.5470 -2.5702 0.400
H -0.2506 -0.1350 -3.6509 0.402
H -2.1267 -3.0436 -1.3391 0.313
H -0.0582 3.3022 -2.1071 0.433
H 0.0353 3.6178 -0.0080 0.377
H -1.3480 -3.4433 0.0177 0.455
H 0.7027 -1.9120 -0.3037 0.360
H -0.0499 -2.9990 1.7791 0.449
H 0.1900 -3.1309 -1.3088 0.421
H -2.3012 -0.2759 0.6270 0.476
H 2.2528 -0.4119 0.1179 0.333
H -1.8186 2.7349 0.4569 0.268
H -1.3325 1.9583 -3.2251 0.517
H 0.3538 1.9541 2.0986 0.258
H -0.6235 4.6302 0.9213 0.241
H 1.8798 -2.7754 3.2740 0.245
H -0.4766 1.5662 -0.5250 -0.671
H 0.2640 0.0747 -1.2141 -0.164
H 1.4456 2.8170 -1.8617 0.295
H -0.3718 0.8528 4.2665 0.418
H -2.0956 2.6751 -2.1564 0.303
H -0.3003 -0.7608 3.4015 0.323
H -1.2678 1.1423 2.0014 0.337
H 2.8072 -2.7949 1.0347 0.369
H -3.3828 2.5587 0.4397 0.200
H 1.5118 -1.6295 2.3642 0.316
```

Properties
- E: -31780.7088 eV
- Energy above the lowest of the compared OMol25 structures with the same formula, charge and spin: 0.00 kcal per mole
- ⟨S²⟩: 0.753
- Frontier orbital gap (alpha / beta): 2.442 / 6.733 eV
- LUMO energy (alpha / beta): 0.094 / 0.090 Ha
- E_HOMO (alpha / beta): 0.12 / -4.29 eV
- Net charge: -1
- Spin multiplicity: 2



The following is a DFT calculation (ωB97M-V/def2-TZVPD) of 12 unconnected molecules or ions with the total composition C5H33NO13.

```
52
Properties=species:S:1:pos:R:3:mulliken_charge:R:1
O -2.9274 3.4115 1.2041 -0.730
O -3.6577 -0.5432 1.8355 -0.582
O 0.7100 1.5944 1.9745 -0.516
O -3.3222 1.2708 -0.0229 -0.737
O -2.3525 3.2038 -1.6666 -0.671
O -1.0272 0.5805 -0.5002 -0.580
O 3.0075 2.0559 0.1096 -0.733
O 0.6720 -1.0309 3.5367 -0.708
O 1.2132 0.0786 -0.2844 -0.167
O -1.0340 0.9657 3.7816 -0.647
O 0.8996 2.9823 -1.2021 -0.721
O -0.8795 -3.5389 1.5960 -0.679
O 3.6017 -0.8149 1.5226 -0.665
N 0.7993 -2.2906 -1.5977 0.340
C 2.3574 -2.1382 -1.3417 -0.566
C 0.1113 -1.1052 -1.9605 0.021
C 0.6025 -0.2810 -3.2967 -1.469
C 0.2686 -3.4656 -2.3535 -1.173
C -0.0524 0.0631 -0.8962 -0.219
H -2.4716 2.6771 -2.4956 0.306
H 0.8872 -3.8559 -3.2115 0.305
H 3.7593 -1.7560 1.4528 0.277
H 2.5907 -1.6520 -0.3749 -0.034
H -0.0017 0.5426 -3.6180 0.406
H -0.6691 -3.3068 -2.8532 0.418
H -4.4360 -0.6986 2.1844 0.208
H -0.6840 -3.5044 0.6439 0.320
H -2.9310 1.1281 -0.8332 0.309
H 0.8521 -1.7050 4.2628 0.290
H 2.9007 -1.3415 -1.9404 0.269
H 1.1354 0.7232 0.6135 0.256
H -0.4218 0.3511 3.6900 0.438
H -3.3558 2.7201 0.7571 0.469
H -1.6346 -2.9892 1.7431 0.314
H 0.2285 -1.5918 2.8520 0.358
H 0.3009 -4.2440 -1.5290 0.401
H -0.9652 -1.4214 -2.1491 0.545
H 1.5182 3.2615 -2.0019 0.340
H 2.9951 -3.0452 -1.5088 0.395
H -1.3223 3.0562 -1.4596 0.307
H 2.8054 -0.6132 2.1444 0.374
H -2.2021 3.4898 0.4248 0.328
H 1.5971 -0.0168 -3.5291 0.366
H 1.0336 2.4360 2.0492 0.233
H 3.0676 1.0382 0.2712 0.377
H 0.9198 3.9441 -0.9000 0.316
H -0.2529 1.7170 1.9272 0.376
H -3.1344 0.8124 0.7587 0.458
H 0.4892 -1.1698 -3.9902 0.378
H -0.5512 1.8121 4.1586 0.309
H -3.1945 0.1282 2.4671 0.347
H 2.1574 2.0758 -0.4443 0.444
```

Properties
- E: -33823.4580 eV
- Energy above the lowest of the compared OMol25 structures with the same formula, charge and spin: 175.71 kcal per mole
- Frontier orbital gap: 8.561 eV
- LUMO energy: -0.002 Ha
- E_HOMO: -8.62 eV
- SMILES string: C[C@H](C(=O)O)N(C)C.O.O.O.O.O.O.O.O.O.O.O



Number 2 is which compound? C5H33NO12